Below is a molecular structure, C11H20GdI2N3O, with properties calculated with the ωB97M-V functional and the def2-TZVPD basis.

The geometry in XYZ format:
```
38
Properties=species:S:1:pos:R:3
C -5.5534 -1.4379 -0.0914
I -4.1508 -0.3568 0.9341
H -4.7463 -1.6792 -0.7908
H -6.3400 -0.5887 -0.3901
H -6.1015 -2.4268 0.3013
C -0.2434 3.5479 -1.1611
C 0.5539 1.4993 -1.8492
N 0.4761 2.3835 -0.8354
H -1.2120 3.9433 -3.0803
I 2.4725 -2.0025 -4.1644
N -0.1778 2.0787 -2.8269
H -0.3764 4.3249 -0.5443
Gd 1.4409 -0.7512 -1.3521
C -0.5923 -1.7591 -0.6367
O -0.7442 -2.6524 -1.4169
C -0.6677 3.3348 -2.4800
C -0.5939 1.4262 -4.0832
H -0.7422 2.1712 -4.8733
H -1.5503 0.8848 -3.9620
H 0.1654 0.6977 -4.4001
C 0.9443 2.1509 0.5460
H 1.2281 3.0892 1.0210
H 1.7923 1.4523 0.5420
H 0.1643 1.6777 1.1645
C 2.3135 -2.7542 2.0754
C 1.7489 -1.3469 2.0498
C 0.3595 -1.4088 2.6754
C 2.5934 -0.4156 2.8935
N 1.7277 -0.9163 0.6007
H 2.4218 -3.1618 3.0855
H 3.2925 -2.7713 1.5961
H 1.6701 -3.4338 1.5208
H 0.4225 -1.7026 3.7389
H -0.1736 -0.4517 2.6491
H -0.2840 -2.1578 2.2004
H 3.6081 -0.3568 2.5020
H 2.1848 0.5985 2.8953
H 2.6690 -0.7284 3.9463
```

spin multiplicity: 8
relative energy (zero: lowest compared OMol25 entry of this formula, charge and spin): 87.3 kcal per mole
⟨S²⟩: 15.82
E_HOMO (spin up / spin down): 2.16 / -1.51 eV
charge: -2

Results of the Mulliken charge analysis, in e, for atoms 1 through 4:
1. C -0.04
2. I -1.14
3. H 0.08
4. H 0.11

---

Below is a molecular structure, C2H6BiO2, with properties calculated with the ωB97M-V functional and the def2-TZVPD basis.

The geometry in XYZ format:
```
11
Properties=species:S:1:pos:R:3
C -1.5007 0.3777 0.1216
C -0.2161 -0.0990 -0.5058
O 0.8547 0.2240 0.4238
H -2.2892 0.3112 -0.6390
H -1.7928 -0.2549 0.9697
H -1.4213 1.4223 0.4472
H 0.0305 0.4307 -1.4334
H -0.2077 -1.1839 -0.6718
H 1.0688 -0.6387 1.3209
Bi 3.5989 0.1726 -0.3687
O 1.8751 -0.7619 0.3355
```

spin multiplicity: 2
relative energy (zero: lowest compared OMol25 entry of this formula, charge and spin): 0.0 kcal per mole
⟨S²⟩: 0.75
E_HOMO (spin up / spin down): -19.55 / -20.40 eV
charge: +2

Results of the natural (NBO) charge analysis, in e, for atoms 1 through 4:
1. C -0.66
2. C -0.11
3. O -0.25
4. H 0.29

---

Below is a single C2H2F2S molecule, with properties calculated with the ωB97M-V functional and the def2-TZVPD basis.

The geometry in XYZ format:
```
7
Properties=species:S:1:pos:R:3
C -0.3409 -1.0966 0.1595
C -1.4013 0.8583 -0.2533
F -0.7300 -1.9245 1.1306
F -2.0851 1.0040 0.9610
S -1.4856 -0.6072 -1.1325
H 0.2696 -0.1630 0.4163
H -0.8164 1.7562 -0.4565
```

relative energy (zero: lowest compared OMol25 entry of this formula, charge and spin): 73.9 kcal per mole
E_HOMO (spin up / spin down): -8.72 / -8.78 eV

Results of the natural (NBO) charge analysis, in e, for atoms 1 through 4:
1. C 0.04
2. C -0.05
3. F -0.32
4. F -0.36

---

Below is a single C5H8Cl3NO2S molecule, with properties calculated with the ωB97M-V functional and the def2-TZVPD basis.

The geometry in XYZ format:
```
20
Properties=species:S:1:pos:R:3
C -2.2021 -0.1149 -0.7248
C -1.0553 0.8278 -0.3236
Cl -1.2708 2.3890 -1.1725
C -1.1666 1.1740 1.1606
C -0.0407 1.4187 1.8722
Cl -0.0036 1.8396 3.5042
O 0.1743 0.3892 -0.8431
S 1.1041 -0.6533 -0.0224
C 1.5913 -1.7116 -1.3471
O 0.1899 -1.2791 0.8630
N 2.3704 -0.2248 0.7468
Cl 3.6710 0.5802 -0.0021
H -2.2632 -1.0674 -0.2307
H -3.0970 0.2856 -0.4386
H -2.0892 -0.1957 -1.7902
H -2.1225 0.8626 1.5458
H 0.9619 1.2761 1.5402
H 1.8015 -1.3253 -2.2947
H 2.5249 -1.9788 -0.7736
H 0.9217 -2.4919 -1.2693
```

relative energy (zero: lowest compared OMol25 entry of this formula, charge and spin): 0.0 kcal per mole
structure (SMILES): C[C@@](Cl)(/C=C/Cl)O[S@](C)(=O)=NCl
E_HOMO: -9.30 eV

Results of the natural (NBO) charge analysis, in e, for atoms 1 through 4:
1. C -0.65
2. C 0.27
3. Cl -0.03
4. C -0.28

---

Below is a molecular structure, C32H42CdN5O4PS, with properties calculated with the ωB97M-V functional and the def2-TZVPD basis.

The geometry in XYZ format:
```
86
Properties=species:S:1:pos:R:3
Cd 0.2918 -0.2594 -0.5925
C -0.6768 2.6652 6.7176
C -1.6903 2.6099 5.5664
C -1.2792 3.6391 4.5119
C -3.0835 2.9773 6.0973
C -1.7499 1.1981 4.9859
C -1.9203 0.0959 5.8477
C -2.0009 -1.2025 5.3879
C -1.9171 -1.4172 4.0152
S -1.9762 -2.8909 3.0998
C -1.7925 -1.9691 1.6276
N -1.7130 -0.6875 1.8032
C -1.7606 -0.3393 3.1443
C -1.6722 0.9684 3.6241
C -1.7496 -2.5906 0.2971
C -2.3927 -3.8206 0.1211
C -2.4201 -4.4220 -1.1224
C -1.8085 -3.7825 -2.1919
C -1.1679 -2.5660 -2.0027
C -1.0976 -1.9259 -0.7596
H -0.5762 3.6932 7.0710
H 0.3054 2.3211 6.3880
H -0.9829 2.0548 7.5677
H -1.2066 4.6222 4.9812
H -1.9947 3.7084 3.6915
H -0.3029 3.3994 4.0843
H -3.0653 3.9739 6.5442
H -3.4199 2.2702 6.8578
H -3.8142 2.9805 5.2866
H -1.9874 0.2644 6.9146
H -2.1223 -2.0256 6.0796
H -1.5361 1.7723 2.9122
H -2.8947 -4.2964 0.9567
H -2.9226 -5.3708 -1.2585
H -1.8291 -4.2333 -3.1766
H -0.7041 -2.1018 -2.8651
C 2.6119 -2.2880 0.5999
N 1.9032 -1.2363 1.3196
C 1.4528 -1.7353 2.6080
C 2.7437 -0.0566 1.5049
C 3.1284 0.6242 0.2090
C 4.3824 1.2198 0.1256
C 4.7612 1.9227 -1.0101
C 3.8802 2.0099 -2.0752
C 2.6337 1.3938 -1.9904
C 2.2163 0.6944 -0.8543
H 3.4864 -2.6451 1.1654
H 2.9531 -1.9154 -0.3648
H 1.9369 -3.1280 0.4299
H 2.2993 -2.0128 3.2563
H 0.8367 -2.6219 2.4621
H 0.8633 -0.9746 3.1214
H 3.6532 -0.3202 2.0704
H 2.1751 0.6457 2.1237
H 5.0712 1.1364 0.9606
H 5.7387 2.3860 -1.0638
H 4.1620 2.5397 -2.9779
H 1.9798 1.4624 -2.8518
N -3.4677 0.8156 0.2656
C -2.9137 1.6704 -0.8274
P -1.6856 2.7130 0.0448
O -2.4521 3.3595 1.1497
O -0.4928 1.8385 0.3377
C -1.0713 3.9396 -1.1868
N 0.3488 3.6342 -1.5208
H -4.2050 0.2003 -0.0696
H -3.8156 1.4265 1.0111
H -2.6985 0.2268 0.7042
H -3.7252 2.2637 -1.2479
H -2.4952 1.0254 -1.5956
H -1.1626 4.9371 -0.7629
H -1.6513 3.8839 -2.1072
H 0.9776 4.3882 -1.2638
H 0.4476 3.4293 -2.5933
H 0.6328 2.7908 -0.9954
O 0.4969 3.0810 -4.0592
C -0.2495 2.1042 -4.2836
C -0.3914 1.4996 -5.6696
C -1.5200 0.4978 -5.4782
C -1.7912 0.5621 -3.9742
O -2.6384 -0.1111 -3.4107
N -0.9869 1.4880 -3.3537
H 0.5592 1.0316 -5.9307
H -0.5822 2.2790 -6.4056
H -1.2713 -0.5246 -5.7604
H -2.4352 0.7668 -6.0058
```

relative energy (zero: lowest compared OMol25 entry of this formula, charge and spin): 6.5 kcal per mole
E_HOMO: -8.22 eV

Results of the Mulliken charge analysis, in e, for atoms 1 through 4:
1. Cd 0.95
2. C -1.76
3. C 2.11
4. C -1.93

---

Below is a single C5H7NO molecule, with properties calculated with the ωB97M-V functional and the def2-TZVPD basis.

The geometry in XYZ format:
```
14
Properties=species:S:1:pos:R:3
C -1.3626 -1.2999 0.1617
C -0.3666 -0.1863 0.4691
C 0.8737 -0.1663 -0.4913
C 1.9309 0.8784 -0.3988
O 0.7724 2.6778 -0.6164
C -0.8709 1.2431 0.3158
N -0.1587 2.0813 -0.0926
H -2.2311 -1.2688 0.8259
H -0.8735 -2.2717 0.2976
H -1.7189 -1.2468 -0.8720
H -0.0434 -0.2660 1.5149
H 1.5200 -1.0349 -0.2596
H 0.5223 -0.3149 -1.5217
H 2.0064 1.1751 0.6674
```

relative energy (zero: lowest compared OMol25 entry of this formula, charge and spin): 175.1 kcal per mole
E_HOMO: -8.53 eV

Results of the natural (NBO) charge analysis, in e, for atoms 1 through 4:
1. C -0.61
2. C -0.25
3. C -0.58
4. C -0.06

---

Question: Look up the relative energy (zero: lowest compared OMol25 entry of this formula, charge and spin) of the sixth one.
Answer: 175.1 kcal per mole

---

Question: relative energy (zero: lowest compared OMol25 entry of this formula, charge and spin) of number 3 (C2H2F2S)?
Answer: 73.9 kcal per mole

---

Question: relative energy (zero: lowest compared OMol25 entry of this formula, charge and spin) of number 2 (C2H6BiO2)?
Answer: 0.0 kcal per mole

---

Question: What is the relative energy (zero: lowest compared OMol25 entry of this formula, charge and spin) in the sixth record?
Answer: 175.1 kcal per mole